Molecular formula: C23H28Cl50INO2
Method: DFT, the ωB97M-V functional and the def2-TZVPD basis

Structure (ORCA input):
```
! wB97M-V def2-TZVPD RIJCOSX def2/J DEFGRID3
* xyz 0 1
C 3.173 -0.532 4.391
C 2.065 0.211 3.643
Cl 0.577 0.038 4.661
C 1.730 -0.357 2.247
Cl 3.105 -1.314 1.604
O 1.499 0.617 1.260
C 0.651 1.650 1.587
O 1.120 2.728 1.895
N -0.750 1.409 1.464
C -1.527 1.900 2.637
C -2.552 0.850 3.127
C -2.207 -0.592 2.803
I -2.768 -1.866 4.469
H 3.057 -1.606 4.346
H 3.050 -0.254 5.433
H 4.144 -0.184 4.064
H 2.350 1.256 3.627
H 0.922 -1.077 2.331
H -1.056 2.023 0.720
H -2.094 2.786 2.334
H -0.887 2.222 3.451
H -3.507 1.082 2.655
H -2.704 0.985 4.189
H -2.733 -0.980 1.942
H -1.155 -0.769 2.646
C -1.858 -3.889 0.064
Cl -0.260 -3.270 0.505
Cl -2.622 -4.651 1.455
Cl -2.885 -2.603 -0.578
H -1.731 -4.634 -0.710
C -4.193 1.143 -1.748
Cl -2.697 1.355 -0.834
Cl -4.163 -0.401 -2.590
Cl -5.590 1.259 -0.678
H -4.263 1.931 -2.484
C -1.805 -1.587 8.864
Cl -0.722 -0.705 7.795
Cl -3.462 -1.536 8.248
Cl -1.272 -3.256 9.065
H -1.788 -1.107 9.833
C -0.487 -0.146 -5.049
Cl 1.108 0.463 -4.603
Cl -1.261 -0.935 -3.678
Cl -1.504 1.161 -5.667
H -0.368 -0.882 -5.841
C 7.150 -0.470 5.848
Cl 8.332 -1.414 6.755
Cl 6.971 -1.103 4.210
Cl 5.596 -0.444 6.682
H 7.512 0.547 5.778
C -3.655 4.858 4.525
Cl -3.365 3.395 5.459
Cl -2.867 6.247 5.275
Cl -3.089 4.635 2.863
H -4.720 5.045 4.500
C 4.194 3.518 -5.228
Cl 3.435 3.372 -6.810
Cl 3.647 2.230 -4.154
Cl 5.953 3.505 -5.373
H 3.896 4.465 -4.796
C -6.377 4.879 -2.319
Cl -5.367 4.823 -0.874
Cl -5.798 6.120 -3.430
Cl -6.435 3.304 -3.121
H -7.383 5.138 -2.019
C -2.319 -1.647 -8.957
Cl -0.821 -1.413 -8.044
Cl -2.305 -3.197 -9.802
Cl -3.716 -1.525 -7.893
H -2.384 -0.862 -9.698
C 2.233 7.566 -7.574
Cl 3.392 6.867 -6.442
Cl 2.430 6.863 -9.179
Cl 0.583 7.345 -6.992
H 2.428 8.627 -7.642
C 2.115 -3.342 -3.769
Cl 2.949 -4.899 -3.802
Cl 1.267 -3.130 -2.239
Cl 3.232 -2.011 -4.062
H 1.379 -3.343 -4.561
C -1.570 3.513 8.804
Cl 0.018 3.171 8.116
Cl -2.641 2.126 8.611
Cl -1.431 3.967 10.504
H -1.999 4.347 8.264
C -1.418 -5.222 -6.832
Cl 0.102 -5.073 -5.946
Cl -1.521 -6.792 -7.628
Cl -2.788 -4.966 -5.752
H -1.442 -4.456 -7.594
C 1.901 -4.843 5.562
Cl 3.630 -4.513 5.727
Cl 1.261 -5.563 7.039
Cl 1.029 -3.369 5.147
H 1.769 -5.553 4.757
C 9.406 1.991 -3.890
Cl 10.368 2.830 -2.671
Cl 9.237 2.980 -5.342
Cl 10.116 0.425 -4.279
H 8.417 1.823 -3.483
C -4.648 -7.906 -3.589
Cl -4.485 -9.398 -2.663
Cl -3.745 -6.596 -2.821
Cl -4.117 -8.142 -5.254
H -5.693 -7.630 -3.603
*
```

Results
**Highest occupied orbital energy**: -0.3267 hartree
**Frontier orbital gap**: 8.996 eV
**Lowest unoccupied orbital energy**: 0.11 eV
**Electronic energy**: -664110.5603 eV

Molecular formula: C23H28CoNO4S
Method: DFT, the ωB97M-V functional and the def2-TZVPD basis

Structure (ORCA input):
```
! wB97M-V def2-TZVPD RIJCOSX def2/J DEFGRID3
* xyz -1 4
C 2.560 -2.085 1.104
C 1.342 -1.845 1.804
C 0.288 -1.801 0.857
H 1.109 -1.685 2.885
C 0.836 -1.891 -0.464
C 2.258 -2.103 -0.315
H 0.284 -1.885 -1.406
C 2.955 1.612 1.441
C 2.423 1.132 2.637
C 1.001 1.230 2.588
H 3.032 0.808 3.487
C 0.619 1.887 1.395
C 1.862 2.110 0.603
H -0.765 -1.632 1.112
H 2.909 -2.385 -1.146
H 3.522 -2.287 1.606
H 2.041 2.893 -0.148
H 0.308 0.835 3.356
H 4.014 1.682 1.189
Co 1.032 0.750 -0.657
C -0.804 2.209 0.980
C -0.766 3.555 0.211
C -1.836 2.162 2.092
H -0.281 4.216 0.950
H -1.807 3.846 -0.054
H -0.166 3.471 -0.726
H -1.487 2.859 2.846
H -1.921 1.145 2.524
H -2.764 2.445 1.559
C -1.411 1.017 0.098
C -1.419 1.163 -1.453
H -2.325 0.485 0.503
H -0.600 0.213 0.124
O -0.252 1.527 -1.978
N -2.531 0.574 -2.035
C -2.380 -0.961 -2.280
H -3.048 0.960 -2.831
C -2.798 -1.720 -1.003
C -2.399 -3.054 -0.967
H -1.868 -3.419 -1.842
C -2.735 -3.934 0.060
H -2.452 -4.976 -0.038
C -3.474 -3.489 1.163
H -3.722 -4.198 1.975
C -3.855 -2.144 1.201
H -4.391 -1.800 2.107
C -3.585 -1.273 0.101
H -4.054 -0.273 0.168
H -1.296 -1.185 -2.503
H -2.979 -1.265 -3.193
C 4.317 1.529 -2.928
S 3.662 0.130 -1.995
O 3.968 -1.059 -2.783
O 4.274 0.238 -0.681
O 2.150 0.336 -1.991
H 5.348 1.651 -2.556
H 3.692 2.429 -2.766
H 4.361 1.250 -3.990
*
```

Results
**Highest occupied orbital energy (alpha / beta)**: -0.1138 / -0.1129 hartree
**Frontier orbital gap (alpha / beta)**: 5.210 / 5.179 eV
**Lowest unoccupied orbital energy (alpha / beta)**: 2.11 / 2.11 eV
**Electronic energy**: -82443.9223 eV

What did the second record say?
Molecular formula: C23H28CoNO4S
Method: DFT, the ωB97M-V functional and the def2-TZVPD basis

Structure (ORCA input):
```
! wB97M-V def2-TZVPD RIJCOSX def2/J DEFGRID3
* xyz -1 4
C 2.560 -2.085 1.104
C 1.342 -1.845 1.804
C 0.288 -1.801 0.857
H 1.109 -1.685 2.885
C 0.836 -1.891 -0.464
C 2.258 -2.103 -0.315
H 0.284 -1.885 -1.406
C 2.955 1.612 1.441
C 2.423 1.132 2.637
C 1.001 1.230 2.588
H 3.032 0.808 3.487
C 0.619 1.887 1.395
C 1.862 2.110 0.603
H -0.765 -1.632 1.112
H 2.909 -2.385 -1.146
H 3.522 -2.287 1.606
H 2.041 2.893 -0.148
H 0.308 0.835 3.356
H 4.014 1.682 1.189
Co 1.032 0.750 -0.657
C -0.804 2.209 0.980
C -0.766 3.555 0.211
C -1.836 2.162 2.092
H -0.281 4.216 0.950
H -1.807 3.846 -0.054
H -0.166 3.471 -0.726
H -1.487 2.859 2.846
H -1.921 1.145 2.524
H -2.764 2.445 1.559
C -1.411 1.017 0.098
C -1.419 1.163 -1.453
H -2.325 0.485 0.503
H -0.600 0.213 0.124
O -0.252 1.527 -1.978
N -2.531 0.574 -2.035
C -2.380 -0.961 -2.280
H -3.048 0.960 -2.831
C -2.798 -1.720 -1.003
C -2.399 -3.054 -0.967
H -1.868 -3.419 -1.842
C -2.735 -3.934 0.060
H -2.452 -4.976 -0.038
C -3.474 -3.489 1.163
H -3.722 -4.198 1.975
C -3.855 -2.144 1.201
H -4.391 -1.800 2.107
C -3.585 -1.273 0.101
H -4.054 -0.273 0.168
H -1.296 -1.185 -2.503
H -2.979 -1.265 -3.193
C 4.317 1.529 -2.928
S 3.662 0.130 -1.995
O 3.968 -1.059 -2.783
O 4.274 0.238 -0.681
O 2.150 0.336 -1.991
H 5.348 1.651 -2.556
H 3.692 2.429 -2.766
H 4.361 1.250 -3.990
*
```

Results
**Highest occupied orbital energy (alpha / beta)**: -0.1138 / -0.1129 hartree
**Frontier orbital gap (alpha / beta)**: 5.210 / 5.179 eV
**Lowest unoccupied orbital energy (alpha / beta)**: 2.11 / 2.11 eV
**Electronic energy**: -82443.9223 eV